No. 1
Entry from OMol25: a structure of composition C27H19N5O2ReS4 (ωB97M-V with the def2-TZVPD basis set).

Geometry as XYZ:
```
58
Properties=species:S:1:pos:R:3:mulliken_charge:R:1
Re 1.008 -0.524 -0.972 -0.361
C -2.353 3.829 -1.469 -0.533
C -1.432 3.355 -2.392 -0.678
C -0.357 2.582 -1.978 0.005
C -0.201 2.262 -0.631 -0.457
C -1.130 2.739 0.296 0.307
C -2.193 3.522 -0.123 -0.913
N 0.830 1.376 -0.245 0.060
C 1.591 1.605 0.879 0.849
C 1.769 2.841 1.517 -0.789
C 2.590 2.927 2.623 -0.656
C 3.259 1.809 3.131 -0.711
C 3.104 0.584 2.519 -0.544
C 2.275 0.490 1.406 0.481
N 2.012 -0.697 0.708 1.456
N 2.471 -1.834 1.190 -1.406
C 2.103 -2.855 0.383 0.559
C 2.465 -4.181 0.688 -0.820
C 2.070 -5.188 -0.147 -0.128
C 1.313 -4.891 -1.295 -0.958
C 0.993 -3.589 -1.553 -0.346
N 1.371 -2.580 -0.733 0.474
H -3.189 4.435 -1.795 0.415
H -1.547 3.584 -3.444 0.438
H 0.365 2.207 -2.696 0.186
H -1.019 2.477 1.342 0.585
H -2.910 3.884 0.604 0.404
H 1.273 3.720 1.129 0.497
H 2.726 3.890 3.099 0.411
H 3.905 1.910 3.992 0.406
H 3.610 -0.304 2.873 0.477
H 3.050 -4.357 1.578 0.524
H 2.341 -6.212 0.071 0.399
H 0.995 -5.666 -1.976 0.434
H 0.430 -3.292 -2.428 0.667
O -1.867 -0.283 -3.894 -0.706
C -1.226 -0.403 -2.879 0.302
O 0.065 -0.534 -2.783 -0.438
C -1.913 -0.350 -1.532 0.725
C -3.270 -0.009 -1.446 -1.053
C -3.841 0.063 -0.213 -0.694
C -3.075 -0.243 0.934 1.056
C -3.617 -0.177 2.238 -0.959
C -2.847 -0.475 3.324 -0.637
C -1.504 -0.868 3.148 -0.835
C -0.950 -0.939 1.901 -0.059
C -1.721 -0.610 0.767 0.296
N -1.161 -0.629 -0.487 -0.151
H -3.795 0.206 -2.365 0.562
H -4.878 0.354 -0.092 0.435
H -4.654 0.115 2.354 0.425
H -3.263 -0.420 4.321 0.411
H -0.902 -1.117 4.012 0.471
H 0.077 -1.249 1.777 0.404
S 3.129 -0.173 -2.000 -0.129
S 2.776 0.870 -3.683 -0.092
S 2.325 -0.622 -5.163 0.044
S 2.526 -2.366 -4.393 -0.112
```

**⟨S²⟩**: 3.99
**Multiplicity**: 4
**Gap between HOMO and LUMO (spin up / spin down)**: 5.9 / 6.4 eV
**HOMO level (spin up / spin down)**: -7.063 / -7.642 eV
**Energy above the lowest of the compared OMol25 structures with the same formula, charge and spin**: 0.0 kcal per mole

---

No. 2
Entry from OMol25: a structure of composition C25H25ClGeN2O4Sc at a distorted geometry (ωB97M-V with the def2-TZVPD basis set).

Geometry as XYZ:
```
59
Properties=species:S:1:pos:R:3:mulliken_charge:R:1
Sc -0.843 -1.510 1.424 -0.578
C 1.149 -3.478 5.007 -1.392
C 0.676 -2.690 3.829 0.471
N -0.538 -2.665 3.430 0.243
O -1.418 -3.450 4.129 -0.525
C 1.588 -1.865 2.973 0.585
C 3.023 -1.705 3.439 -1.392
N 1.138 -1.343 1.918 -0.552
O 2.549 -0.011 -0.337 -0.574
H 0.365 -4.149 5.349 0.424
H 1.413 -2.808 5.827 0.305
H 2.034 -4.054 4.740 0.311
H -2.187 -3.435 3.539 0.429
H 3.058 -1.384 4.483 0.345
H 3.513 -0.960 2.817 0.263
H 3.574 -2.645 3.353 0.311
Cl -2.379 -6.064 0.051 -0.225
C -2.886 -4.418 -0.420 -0.280
C -2.087 -3.418 0.404 1.080
O -2.613 -2.947 1.449 -0.728
O -0.938 -3.096 0.011 -0.641
H -3.945 -4.328 -0.208 0.335
H -2.672 -4.294 -1.477 0.141
C -1.644 0.380 0.894 -0.540
Ge -0.572 1.234 -0.447 1.449
C -1.389 2.827 -1.356 -0.569
C -2.384 3.585 -0.743 -0.178
C -2.919 4.709 -1.359 -0.523
C -2.463 5.094 -2.612 -0.372
C -1.477 4.347 -3.243 -0.630
C -0.950 3.226 -2.618 -0.037
C 1.243 2.010 -0.055 0.332
C 2.466 1.317 -0.099 -0.125
C 3.669 2.017 0.034 -0.492
C 3.685 3.383 0.249 -0.380
C 2.486 4.074 0.334 -0.736
C 1.293 3.386 0.168 -0.044
C -0.367 -0.008 -2.016 -0.029
C 0.756 -0.096 -2.834 0.094
C 0.796 -0.981 -3.905 -0.760
C -0.299 -1.784 -4.190 -0.437
C -1.436 -1.693 -3.398 -0.611
C -1.459 -0.820 -2.320 -0.602
H -2.661 0.783 0.864 0.336
H -2.738 3.285 0.239 0.329
H -3.689 5.289 -0.862 0.374
H -2.875 5.974 -3.094 0.345
H -1.120 4.645 -4.222 0.374
H -0.180 2.645 -3.117 0.317
H 2.200 -0.519 0.469 0.350
H 4.597 1.462 -0.047 0.397
H 4.629 3.908 0.340 0.359
H 2.482 5.145 0.507 0.389
H 0.361 3.939 0.196 0.381
H 1.618 0.527 -2.621 0.338
H 1.685 -1.045 -4.523 0.370
H -0.269 -2.473 -5.026 0.361
H -2.307 -2.300 -3.627 0.417
H -2.343 -0.754 -1.691 0.396
```

**Gap between HOMO and LUMO**: 5.2 eV
**HOMO level**: -2.834 eV
**Energy above the lowest of the compared OMol25 structures with the same formula, charge and spin**: 0.0 kcal per mole
**Charge**: -1

---

No. 3
Entry from OMol25: an isolated molecule of F2H2S2Si at a distorted geometry (ωB97M-V with the def2-TZVPD basis set).

Geometry as XYZ:
```
7
Properties=species:S:1:pos:R:3:mulliken_charge:R:1
F 0.854 1.103 1.231 -0.435
F 0.593 0.728 -1.321 -0.155
Si -0.022 0.066 -0.069 0.419
S -2.088 0.505 -0.420 -0.181
S 0.940 -1.880 0.095 -0.115
H -2.299 0.755 0.927 0.251
H 2.022 -1.277 -0.443 0.216
```

**⟨S²⟩**: 2.01
**Multiplicity**: 3
**Gap between HOMO and LUMO (spin up / spin down)**: 5.8 / 4.2 eV
**HOMO level (spin up / spin down)**: -5.419 / -9.496 eV
**Energy above the lowest of the compared OMol25 structures with the same formula, charge and spin**: 4.7 kcal per mole

---

No. 4
Entry from OMol25: an isolated molecule of C8H9BrN2O3 at a distorted geometry (ωB97M-V with the def2-TZVPD basis set).

Geometry as XYZ:
```
23
Properties=species:S:1:pos:R:3:mulliken_charge:R:1
C 2.654 1.787 -0.644 -0.335
C 2.527 0.651 0.046 0.127
C 3.866 1.016 -0.414 0.182
C -2.243 -1.129 0.102 0.740
C -2.850 0.114 -0.401 -1.322
C -0.812 -1.068 0.712 -0.579
C 1.712 -0.451 0.432 -0.205
C 0.023 -0.048 -0.150 -0.564
N -2.911 -2.197 0.062 -0.763
N -0.142 1.341 0.297 0.989
O -0.571 2.141 -0.514 -0.563
O 5.025 0.709 -0.488 -0.567
O 0.243 1.616 1.387 -0.579
Br 2.148 -2.069 -0.557 -0.085
H 2.247 2.663 -1.000 0.440
H -2.302 0.590 -1.112 0.426
H -2.721 0.931 0.409 0.247
H -3.812 -0.056 -0.870 0.403
H -0.374 -2.109 0.535 0.315
H -0.906 -0.682 1.706 0.376
H 1.530 -0.753 1.399 0.584
H -0.031 0.020 -1.213 0.483
H -2.298 -3.019 0.278 0.250
```

**Gap between HOMO and LUMO**: 8.7 eV
**HOMO level**: -9.270 eV
**Energy above the lowest of the compared OMol25 structures with the same formula, charge and spin**: 82.3 kcal per mole
**SMILES**: [H]/N=C(/C)C[C@H]([C@@H](Br)c1cc1=O)[N+](=O)[O-]

---

no.,total energy (eV)
1,-85327.055
2,-127240.929
3,-35014.330
4,-87599.733